C15H37HfN6O3S as an isolated structure in a non-equilibrium geometry. Source: the OMol25 dataset; level of theory: ωB97M-V with the def2-TZVPD basis set.

XYZ file:
```
63
C15H37HfN6O3S (ωB97M-V with the def2-TZVPD basis set)
H -0.2358 -2.8840 -1.6097
Hf 0.6535 0.0598 -0.7066
H -4.6269 -2.1010 -0.5015
H 2.6398 3.3886 -1.3419
C 2.4472 2.0038 1.0727
H 3.0164 2.9405 1.0802
C 3.4707 -1.9670 1.4948
H 0.9929 -0.1642 3.5882
C -2.5540 -1.1210 -1.5133
H 0.7928 3.3230 -2.9155
H -3.6961 -2.8535 1.6612
N -2.9219 -0.9581 -0.1235
O 1.4756 -0.5746 -2.2510
H -2.1740 1.9168 -1.4979
H 1.7081 1.8138 -3.0414
C -1.2178 2.4403 -1.5021
H -4.9523 -0.4931 0.1670
H -0.9608 2.6919 -0.4692
C -4.2869 -1.3609 0.2232
N 0.3111 -2.3896 -0.8852
O -0.9371 0.0644 0.4463
H -1.5336 -0.7492 -1.6951
H 4.2820 1.8625 -0.6963
C 3.5082 1.1058 -0.8672
C -4.2937 -1.9426 1.6256
C 1.7677 2.7711 -1.0913
C 1.9168 -0.6593 3.3163
C -0.6615 1.1479 -3.4543
C -1.7283 0.3696 3.0645
H 2.0768 -3.4786 -1.2909
H -1.3590 3.3680 -2.0681
N 2.2055 1.5725 -0.3239
H 4.2084 -1.2297 1.7989
H -1.3622 -0.3462 3.8025
C 2.2933 -1.5812 -2.0134
H -3.2704 -0.5870 -2.1433
H -4.4598 -0.1004 2.7461
C -3.7374 -0.9051 2.5794
N -2.5009 -0.3273 2.0620
H 2.7595 0.0173 3.4289
H -0.0058 0.3783 -3.8690
H 0.1198 -2.8634 0.0091
H 3.6610 -2.2961 0.4795
H -1.6781 0.7647 -3.4016
C 1.0508 2.3967 -2.3836
H -0.6752 1.9943 -4.1493
H 3.4570 0.9235 -1.9414
N 1.7142 -2.5348 -1.1512
H -2.3631 1.0943 3.5791
C -2.1170 -0.4112 0.7955
O 3.4256 -1.6642 -2.3717
H -2.6171 -2.1783 -1.7846
H -3.5178 -1.3596 3.5491
H 3.8270 0.1799 -0.3805
S 1.7945 -1.2613 1.5938
H 1.5060 2.1644 1.6083
H -5.3077 -2.2006 1.9197
H -0.8982 0.8924 2.5953
N -0.1750 1.5965 -2.1262
H 3.5126 -2.8181 2.1711
H 3.0515 1.2680 1.6013
H 1.1132 3.3773 -0.4548
H 2.0656 -1.5262 3.9568
```

Properties
Gap between HOMO and LUMO: 9.116 eV
Energy above the lowest of the compared OMol25 structures with the same formula, charge and spin: 11.3 kcal per mole
HOMO level: -18.53 eV
Net charge: +3
Calculated total energy: -43358.437 eV

Here are the Mulliken charges for atoms 1 to 2, given in e: H 0.32; Hf 1.21